15
Properties=species:S:1:pos:R:3:forces:R:3:lowdin_charge:R:1 method="wB97M-V/def2-TZVPD" fmax_ev_per_a=9.67 relative_energy_ev=6.681 homo_ev=-8.7 lumo_ha=0.0181
O -1.75913 -0.15958 -2.04342 2.048 1.988 3.118 -0.032
C -1.26789 0.53029 -1.09031 -3.271 -0.673 -2.202 -0.113
C -0.24984 -0.05473 -0.14118 -0.455 -2.082 -5.330 -0.316
N 0.11230 -1.42170 -0.58328 -9.374 1.861 -1.474 0.083
C 1.29008 -1.66548 -0.26398 6.168 -1.588 5.065 -0.190
N 1.91526 -0.74631 0.61941 -0.551 -3.631 -3.877 0.059
C 1.15895 0.39506 0.44838 0.521 3.304 -1.811 -0.260
C -0.10838 0.53054 1.11981 -5.474 1.353 5.813 -0.216
O -0.94586 1.84654 0.84660 6.395 1.077 3.966 -0.170
H -1.81175 1.55323 -0.76471 1.540 -2.495 -1.368 0.168
H -0.88492 -1.89821 -0.94558 4.354 0.915 0.568 0.257
H 1.70587 -2.68806 -0.46934 -0.114 1.251 0.297 0.143
H 1.65604 1.25902 -0.14321 -0.840 -0.874 1.644 0.178
H -0.64358 0.00860 2.18433 2.419 1.527 -3.048 0.231
H -0.16715 2.51080 1.22647 -3.366 -1.933 -1.360 0.178